{"formula": "C36H56N11OPSSn", "method": "ωB97M-V with the def2-TZVPD basis set", "fmax_ev_per_a": 3.57, "total_energy_ev": -82624.765, "lumo_ev": -6.62, "homo_lumo_gap_ev": 5.79, "charge": 2, "de_lowest_kcal_mol": 38.2, "symbols": ["Sn", "N", "C", "C", "N", "C", "C", "N", "C", "C", "N", "H", "H", "H", "H", "H", "H", "C", "C", "N", "C", "C", "C", "S", "N", "C", "O", "C", "C", "C", "C", "C", "C", "H", "H", "H", "H", "H", "H", "H", "H", "H", "H", "H", "H", "H", "H", "H", "C", "C", "C", "N", "H", "H", "H", "H", "H", "N", "P", "N", "C", "C", "C", "C", "C", "N", "C", "C", "C", "C", "C", "N", "C", "C", "C", "C", "C", "H", "H", "H", "H", "H", "H", "H", "H", "H", "H", "H", "H", "H", "H", "H", "H", "H", "H", "H", "H", "H", "H", "H", "H", "H", "H", "H", "H", "H", "H"], "positions_angstrom": [[-0.485, 1.326, -0.848], [-4.673, 2.316, 0.835], [-4.378, 1.611, 1.963], [-3.128, 1.094, 1.771], [-2.667, 1.477, 0.560], [-3.611, 2.212, 0.003], [-3.451, 2.795, -1.292], [-2.313, 2.714, -1.955], [-2.489, 3.361, -3.126], [-3.763, 3.851, -3.181], [-4.361, 3.487, -2.014], [-5.523, 2.836, 0.684], [-5.063, 1.541, 2.782], [-2.536, 0.484, 2.421], [-1.701, 3.451, -3.845], [-4.274, 4.410, -3.936], [-5.314, 3.704, -1.767], [2.355, -2.364, -5.254], [1.593, -1.180, -5.838], [1.632, -0.041, -4.930], [2.688, 0.924, -5.154], [2.238, 2.065, -6.062], [0.737, 0.062, -3.959], [0.923, 1.549, -2.965], [-0.167, -0.869, -3.862], [-1.169, -1.048, -3.016], [-1.464, -0.347, -2.011], [-1.996, -2.241, -3.274], [-3.169, -2.431, -2.542], [-3.907, -3.589, -2.692], [-3.495, -4.561, -3.593], [-2.348, -4.362, -4.348], [-1.600, -3.212, -4.191], [2.342, -3.195, -5.952], [1.892, -2.680, -4.323], [3.390, -2.099, -5.053], [0.552, -1.454, -6.012], [2.039, -0.872, -6.784], [3.530, 0.396, -5.605], [3.007, 1.330, -4.188], [1.894, 1.684, -7.020], [3.069, 2.741, -6.238], [1.432, 2.623, -5.596], [-3.483, -1.657, -1.857], [-4.806, -3.731, -2.111], [-4.067, -5.471, -3.709], [-2.032, -5.104, -5.066], [-0.694, -3.065, -4.758], [2.148, 6.341, -0.134], [1.290, 5.762, 0.998], [0.511, 4.667, 0.517], [-0.087, 3.782, 0.101], [2.749, 7.160, 0.249], [1.522, 6.715, -0.940], [2.807, 5.579, -0.540], [0.621, 6.526, 1.404], [1.929, 5.393, 1.806], [0.663, 0.096, 0.485], [0.488, -0.444, 1.946], [2.017, -1.170, 2.197], [3.220, -0.475, 1.807], [4.337, -0.692, 2.839], [4.384, -2.150, 3.313], [3.629, -3.040, 2.332], [2.165, -2.614, 2.282], [-0.641, -1.636, 2.142], [-1.345, -2.024, 0.911], [-2.465, -3.012, 1.189], [-1.922, -4.267, 1.865], [-1.035, -3.911, 3.071], [-0.994, -2.400, 3.332], [0.233, 0.765, 3.062], [0.902, 2.040, 2.890], [1.936, 2.274, 3.991], [1.267, 2.197, 5.360], [0.535, 0.868, 5.500], [-0.450, 0.699, 4.342], [2.993, 0.585, 1.701], [3.557, -0.837, 0.830], [4.184, -0.032, 3.694], [5.281, -0.414, 2.372], [3.927, -2.244, 4.300], [5.416, -2.489, 3.400], [3.675, -4.083, 2.648], [4.090, -2.974, 1.347], [1.673, -2.938, 3.203], [1.663, -3.103, 1.440], [-0.641, -2.476, 0.203], [-1.752, -1.125, 0.436], [-2.930, -3.280, 0.240], [-3.226, -2.546, 1.814], [-1.338, -4.836, 1.141], [-2.759, -4.891, 2.173], [-0.026, -4.289, 2.911], [-1.412, -4.385, 3.979], [-0.265, -2.188, 4.115], [-1.984, -2.090, 3.692], [0.147, 2.835, 2.927], [1.360, 2.063, 1.899], [2.407, 3.247, 3.853], [2.712, 1.510, 3.925], [0.556, 3.019, 5.464], [2.011, 2.302, 6.149], [-0.008, 0.837, 6.444], [1.253, 0.045, 5.489], [-1.183, 1.516, 4.379], [-0.990, -0.238, 4.427]], "forces_ev_per_angstrom": [[0.040, -2.050, 0.093], [0.161, 0.117, -0.381], [0.249, -0.278, 0.261], [-0.282, -0.091, 0.616], [0.660, 0.383, -1.407], [-0.216, -0.210, 0.645], [-0.046, 0.312, -0.484], [0.547, -0.944, 1.414], [-0.168, 0.421, -0.694], [0.449, 0.030, -0.362], [0.069, -0.211, 0.368], [0.036, -0.036, -0.008], [-0.112, -0.048, 0.177], [0.116, -0.179, 0.221], [0.137, -0.011, -0.196], [-0.096, 0.127, -0.165], [0.072, -0.071, 0.018], [-0.107, 0.162, -0.064], [-0.084, -0.635, -0.196], [-0.229, 0.147, 0.305], [0.373, 0.636, -0.028], [0.080, -0.214, 0.088], [0.032, 0.575, 0.548], [-0.431, 0.442, 0.839], [-0.260, -0.668, -0.246], [0.535, 0.033, -0.334], [-0.030, 1.281, 1.304], [-0.365, -0.190, 0.148], [0.150, 0.064, 0.012], [-0.042, 0.020, -0.043], [-0.001, 0.041, 0.024], [-0.018, -0.117, -0.095], [0.084, 0.156, 0.080], [0.023, -0.097, -0.069], [-0.045, -0.066, 0.102], [0.122, -0.001, 0.004], [0.124, 0.110, -0.063], [-0.061, 0.117, 0.046], [-0.053, -0.020, 0.143], [0.144, -0.192, -0.214], [-0.038, -0.011, -0.120], [0.086, 0.091, -0.048], [-0.106, 0.092, 0.001], [-0.031, -0.011, 0.100], [-0.093, -0.034, 0.025], [-0.037, -0.031, -0.018], [-0.001, -0.087, -0.008], [0.050, 0.004, -0.045], [0.021, 0.034, -0.049], [0.612, 0.810, 0.263], [-0.534, -0.702, -0.220], [-0.094, -0.775, -0.387], [0.023, 0.017, 0.004], [-0.034, 0.060, -0.032], [0.091, -0.019, -0.008], [0.035, -0.125, 0.051], [-0.142, 0.046, 0.021], [-1.149, 1.922, -2.781], [1.127, -0.751, 1.526], [-1.543, 0.622, 0.136], [0.532, 0.374, 0.113], [-0.158, 0.102, -0.128], [0.034, -0.146, -0.142], [-0.023, 0.162, 0.281], [-0.319, -0.592, -0.005], [0.163, 0.578, -0.207], [-0.284, 0.028, -0.558], [0.232, -0.078, 0.039], [-0.104, 0.117, 0.044], [0.043, 0.113, 0.056], [0.117, -0.343, 0.344], [-0.332, -0.274, -0.777], [0.548, 0.273, -0.091], [-0.250, 0.138, 0.007], [0.243, -0.219, -0.043], [-0.236, 0.182, -0.046], [0.056, -0.340, 0.344], [0.135, -0.003, -0.075], [-0.066, 0.150, -0.068], [0.059, 0.059, 0.001], [0.061, 0.081, 0.012], [-0.002, -0.020, 0.031], [-0.008, 0.011, 0.104], [-0.030, -0.015, -0.086], [-0.016, -0.071, -0.082], [0.087, -0.194, -0.057], [-0.036, -0.105, 0.000], [-0.038, 0.039, -0.048], [-0.006, -0.233, -0.069], [-0.055, 0.097, -0.012], [-0.145, 0.060, 0.016], [-0.035, -0.047, -0.054], [0.026, -0.118, -0.012], [0.008, 0.054, 0.059], [0.052, -0.006, 0.009], [-0.071, -0.010, 0.047], [0.150, 0.061, 0.093], [-0.047, 0.023, -0.008], [-0.020, 0.077, 0.098], [0.085, 0.050, -0.037], [0.073, -0.009, -0.064], [-0.070, 0.093, 0.053], [-0.020, 0.067, 0.037], [-0.008, -0.085, 0.048], [0.003, -0.074, 0.013], [-0.036, -0.026, -0.020], [-0.093, 0.024, 0.020]]}